[1]
# C20H24N6O3

A single C20H24N6O3 molecule (ωB97M-V/def2-TZVPD, the Open Molecules 2025 dataset).

The geometry in XYZ format:
```
53
Properties=species:S:1:pos:R:3:lowdin_charge:R:1
C 6.545 -1.034 1.669 -0.059
C 5.559 -0.603 2.744 -0.211
H 5.159 -1.479 3.264 0.123
H 6.028 0.075 3.460 0.124
O 4.474 0.142 2.190 -0.017
C 3.459 -0.563 1.668 -0.443
O 3.429 -1.770 1.661 0.105
C 2.409 0.334 1.136 -0.039
C 2.364 1.673 1.543 -0.046
N 1.458 2.525 1.123 0.144
C 0.557 2.045 0.256 -0.345
N 0.515 0.808 -0.208 0.216
C 1.414 -0.062 0.221 -0.175
C 1.273 -1.441 -0.354 -0.125
N 0.069 -2.075 0.168 -0.150
C -0.229 -3.305 -0.536 -0.183
C -1.554 -3.869 -0.036 -0.195
N -1.462 -4.149 1.384 -0.232
C -2.663 -4.775 1.889 -0.107
H -2.830 -5.708 1.353 0.082
H -2.529 -4.999 2.946 0.082
H -3.556 -4.139 1.775 0.087
C -1.153 -2.922 2.092 -0.190
C 0.168 -2.350 1.590 -0.172
H 0.378 -1.416 2.117 0.122
H 0.981 -3.062 1.805 0.128
H -1.071 -3.145 3.158 0.121
H -1.946 -2.165 1.950 0.128
H -1.777 -4.800 -0.562 0.120
H -2.356 -3.140 -0.251 0.126
H -0.307 -3.089 -1.604 0.121
H 0.562 -4.060 -0.383 0.130
H 1.135 -1.330 -1.433 0.133
H 2.174 -2.039 -0.155 0.119
N -0.374 2.948 -0.164 0.191
C -1.420 2.732 -1.008 -0.362
N -2.261 3.660 -1.341 0.188
C -3.146 3.031 -2.189 -0.222
C -4.263 3.494 -2.868 -0.016
C -4.947 2.584 -3.652 -0.097
C -4.541 1.255 -3.763 -0.095
C -3.429 0.776 -3.092 -0.003
C -2.746 1.684 -2.310 -0.187
O -1.631 1.515 -1.543 0.137
H -3.108 -0.250 -3.170 0.115
H -5.110 0.583 -4.387 0.100
H -5.821 2.909 -4.196 0.099
H -4.575 4.521 -2.781 0.110
H -0.296 3.886 0.207 0.163
H 3.088 2.060 2.247 0.126
H 6.064 -1.722 0.977 0.075
H 7.391 -1.535 2.131 0.078
H 6.902 -0.168 1.116 0.079
```

Calculated values
HOMO energy = -8.2 eV
relative energy (zero: lowest compared OMol25 entry of this formula, charge and spin) = 234.7 kJ/mol
SMILES = CCOC(=O)c1cnc(Nc2nc3ccccc3o2)nc1CN1CCN(C)CC1
lowest unoccupied orbital energy = 0.25 eV
HOMO-LUMO gap = 8.43 eV

---

[2]
# C10H12BrIrNP

A molecular structure, C10H12BrIrNP (ωB97M-V/def2-TZVPD, the Open Molecules 2025 dataset).

The geometry in XYZ format:
```
26
Properties=species:S:1:pos:R:3:lowdin_charge:R:1
C 0.657 0.801 -0.819 -0.483
C 1.635 0.661 0.221 -0.388
C 2.003 -0.647 0.623 -0.324
C 1.315 -1.702 -0.025 -0.367
C 0.363 -1.376 -1.051 -0.479
Ir 0.069 -0.396 0.733 1.497
P 0.871 -0.240 -2.365 0.698
H 0.251 1.810 -0.969 0.077
H 2.073 1.526 0.716 0.113
H 2.737 -0.828 1.399 0.120
H -0.301 -2.198 -1.354 0.085
H 1.479 -2.731 0.290 0.117
H 0.946 -1.304 -3.357 -0.044
H 2.218 0.165 -2.502 0.013
H -0.112 0.518 -3.062 0.013
Br -5.636 0.210 0.331 0.699
C -4.148 -0.067 1.481 -0.709
C -4.320 -0.242 2.853 -0.192
C -3.188 -0.465 3.636 -0.105
C -1.924 -0.515 3.037 -0.197
N -1.786 -0.319 1.717 -0.250
C -2.864 -0.099 0.930 -0.242
H -5.318 -0.201 3.273 0.085
H -3.250 -0.602 4.710 0.095
H -1.007 -0.714 3.600 0.086
H -2.673 0.039 -0.135 0.083
```

Calculated values
HOMO energy (alpha / beta) = -4.5 / -8.5 eV
<S²> = 6.03
spin multiplicity = 5
lowest unoccupied orbital energy (alpha / beta) = 0.30 / -2.38 eV
HOMO-LUMO gap (alpha / beta) = 4.80 / 6.09 eV

---

no.,strongest force on any atom (eV Å⁻¹)
1,1.40
2,10.96